Below is C4H8ClNO in the gas phase, with properties calculated with ωB97M-V/def2-TZVPD.

Geometry as ORCA input:
```
! RIJCOSX wB97M-V def2-TZVPD def2/J DEFGRID3
* xyz 0 1
C 0.67379 -0.14016 -1.04629
H -1.24657 -1.00195 0.18698
C -0.19745 0.91112 -0.23070
O 0.61588 1.65831 0.42841
H 2.10494 0.16856 2.00962
N 1.47653 -0.67992 0.08614
C 2.08690 0.31476 0.84019
Cl 3.56189 0.88712 0.22104
C -1.20228 0.07543 0.51329
H -2.14522 0.58087 0.59648
H 1.47594 0.45902 -1.69112
H -0.72050 1.41869 -1.01736
H 0.83891 -1.36078 0.62924
H 0.15270 -0.90301 -1.68095
H -0.94298 0.22417 1.62415
*
```

The highest occupied orbital energy comes out at -9.1 eV. As for the relative energy (zero: lowest compared OMol25 entry of this formula, charge and spin): 294.3 kJ/mol. The HOMO-LUMO gap is 0.357 Eh.


Below is 2 unconnected molecules or ions with the total composition C4H8ClNO, with properties calculated with ωB97M-V/def2-TZVPD.

Geometry as ORCA input:
```
! RIJCOSX wB97M-V def2-TZVPD def2/J DEFGRID3
* xyz 0 1
H 1.34727 0.72256 -1.47927
C -0.08083 0.12828 0.11017
Cl -1.43174 0.94547 2.34204
H -1.25304 0.50496 -1.69526
H 0.44237 1.95499 -0.53216
H -0.45943 -1.15625 1.64157
C -1.29094 -0.17600 -0.77122
O 1.97345 -1.57449 -1.09473
C 0.90111 1.02783 -0.47156
H -1.25203 -1.34503 -1.12003
H 0.71102 0.01262 2.03026
C -0.19083 -0.18559 1.53218
H -2.23837 0.05235 -0.26231
N 1.10242 -2.00379 -0.43962
H 1.71958 1.09207 0.20994
*
```

The highest occupied orbital energy (spin up / spin down) comes out at -7.7 / -8.8 eV. As for the relative energy (zero: lowest compared OMol25 entry of this formula, charge and spin): 412.4 kJ/mol. The HOMO-LUMO gap (spin up / spin down) is 0.278 / 0.303 Eh.


Below is C4H8ClNO2 in the gas phase, with properties calculated with ωB97M-V/def2-TZVPD.

Geometry as ORCA input:
```
! RIJCOSX wB97M-V def2-TZVPD def2/J DEFGRID3
* xyz 0 1
H 0.25906 -1.17089 2.06913
O -1.26486 1.93766 0.04678
H -1.21191 1.76810 1.02570
N 0.29627 -0.15012 1.55471
C -0.51577 0.90711 -0.67448
O -2.18248 -0.65320 0.13409
C 1.58994 -0.61106 -0.60067
H 1.23944 0.29779 1.96322
H 0.19613 1.18955 -1.55579
Cl 2.76540 0.50772 0.00992
C 0.31670 -0.14999 0.05323
H 1.52725 -0.47051 -1.63726
H -2.75646 0.12890 0.08345
H 1.65444 -1.71486 -0.36644
H -0.92817 -1.32469 -1.47786
C -0.98498 -0.49149 -0.62773
*
```

The highest occupied orbital energy comes out at -9.5 eV. As for the relative energy (zero: lowest compared OMol25 entry of this formula, charge and spin): 252.2 kJ/mol. The HOMO-LUMO gap is 0.372 Eh. As for the SMILES: N[C@]1(CCl)[C@H](O)[C@@H]1O.


Below is C4H8ClNS2 in the gas phase, with properties calculated with ωB97M-V/def2-TZVPD.

Geometry as ORCA input:
```
! RIJCOSX wB97M-V def2-TZVPD def2/J DEFGRID3
* xyz 0 1
S -0.69799 1.16970 -0.11203
N -1.63730 -0.17237 -3.48092
C 0.25582 -1.19719 1.25565
Cl 1.41584 -2.20213 0.50020
H 0.39190 1.08349 -3.16228
H -1.57363 -0.77022 -1.42534
H 0.40622 -1.32736 2.30826
S 0.55188 1.46771 2.53673
C 0.27600 0.37057 1.31311
H -1.04189 -1.10651 -3.32263
C -0.72123 0.76795 -2.73208
H 0.21985 -0.84343 -1.34235
C -0.65731 -0.11211 -1.47992
H -1.28854 0.40893 -4.53973
H -0.76418 -1.38301 0.93002
H -1.53986 1.40712 -2.51870
*
```

The highest occupied orbital energy comes out at -8.9 eV. As for the relative energy (zero: lowest compared OMol25 entry of this formula, charge and spin): 361.8 kJ/mol. The HOMO-LUMO gap is 0.299 Eh. As for the SMILES: NCCSC(=S)CCl.


Below is a molecular structure, C4H8CsO2S, with properties calculated with ωB97M-V/def2-TZVPD.

Geometry as ORCA input:
```
! RIJCOSX wB97M-V def2-TZVPD def2/J DEFGRID3
* xyz 1 1
H -1.73405 -0.60317 -0.58471
H -0.12570 -0.14736 -1.79646
H 1.88645 0.18822 0.48194
H -0.00689 -0.60681 2.11230
C -0.66688 -0.15015 1.37474
C 1.13983 0.51766 -0.24064
C 0.32792 -0.56723 -0.89866
H -0.93939 -1.98734 0.23065
S -0.06416 1.44523 0.77493
H 1.58302 1.21574 -0.95082
C -0.89373 -0.91601 0.03504
O -1.10590 2.00008 -0.09879
H 0.97163 -1.43858 -1.01906
Cs 0.52953 -1.39038 -3.11349
O 0.66615 2.17001 1.87126
H -1.56781 0.27008 1.82177
*
```

The highest occupied orbital energy comes out at -13.7 eV. As for the relative energy (zero: lowest compared OMol25 entry of this formula, charge and spin): 471.8 kJ/mol. The HOMO-LUMO gap is 0.353 Eh.


Below is a molecular structure, C4H8CsO2S, with properties calculated with ωB97M-V/def2-TZVPD.

Geometry as ORCA input:
```
! RIJCOSX wB97M-V def2-TZVPD def2/J DEFGRID3
* xyz 2 2
H 2.03895 1.45425 -0.38172
O -2.42578 0.49190 -0.73742
O -1.10503 -1.66259 -1.17629
H 0.12753 1.77868 1.34397
Cs -1.39763 -4.50878 -0.48766
H 1.88515 -0.27647 -0.27494
C 0.59363 0.80868 1.17095
H 1.27163 0.63574 2.00673
H -1.29273 -0.14939 1.88602
C 1.31380 0.65142 -0.24860
H -0.18801 1.63035 -1.34706
C -0.50214 -0.26321 1.14432
H 0.56540 0.28838 -2.27377
H 0.06245 -1.18667 1.27300
S -1.19076 -0.32327 -0.60719
C 0.24349 0.63100 -1.29037
*
```

The highest occupied orbital energy (spin up / spin down) comes out at -19.9 / -20.0 eV. As for the relative energy (zero: lowest compared OMol25 entry of this formula, charge and spin): 8.1 kJ/mol. The HOMO-LUMO gap (spin up / spin down) is 0.483 / 0.247 Eh. As for the expectation value of S²: 0.76.


Below is a molecular structure, C4H8CuLiO2, with properties calculated with ωB97M-V/def2-TZVPD.

Geometry as ORCA input:
```
! RIJCOSX wB97M-V def2-TZVPD def2/J DEFGRID3
* xyz 2 1
H -1.80113 0.31497 0.01276
C -0.75543 -2.08113 -1.25219
H -1.82325 -2.41931 -0.34347
Cu 4.05696 -2.45154 1.17428
H 1.83452 -2.15063 -2.41646
C 0.50579 -2.81834 -0.77373
H -0.50004 -0.66033 1.12244
C 1.79418 -2.31792 -1.32119
H -1.70549 -1.80444 -1.73014
C -1.42278 -0.58486 0.52451
Li -3.93814 -1.19324 1.82124
O 2.79114 -2.08119 -0.66000
H -0.41083 -1.77624 -2.26288
H 0.58829 -2.88915 0.31960
O -2.37910 -1.43307 0.80344
H 0.43923 -3.86315 -1.12872
*
```

The highest occupied orbital energy (spin up / spin down) comes out at -15.2 / -15.2 eV. As for the relative energy (zero: lowest compared OMol25 entry of this formula, charge and spin): 604.2 kJ/mol. The HOMO-LUMO gap (spin up / spin down) is 0.251 / 0.251 Eh.


Below is a molecular structure, C4H8EuO3, with properties calculated with ωB97M-V/def2-TZVPD.

Geometry as ORCA input:
```
! RIJCOSX wB97M-V def2-TZVPD def2/J DEFGRID3
* xyz 1 7
H 2.30116 -0.40520 1.62008
C -1.41782 -1.44132 0.09289
O 1.57815 0.26704 -0.17247
C -0.03198 -1.97742 -0.16174
H 0.36044 -1.66674 -1.13850
H -2.93078 0.24941 1.44972
H -2.09471 -1.83663 -0.68310
Eu 0.04143 1.56266 -1.51316
H -0.06232 -3.07190 -0.13394
C 1.65526 -0.54249 0.73903
C -2.65492 0.54473 0.42708
O 0.86314 -1.58407 0.88859
O -1.40501 -0.02691 0.07791
H -1.78071 -1.78818 1.07412
H -2.54407 1.63483 0.38328
H -3.43756 0.22761 -0.27910
*
```

The highest occupied orbital energy (spin up / spin down) comes out at -8.8 / -10.9 eV. The HOMO-LUMO gap (spin up / spin down) is 0.214 / 0.274 Eh. As for the expectation value of S²: 12.01.


| no. | total energy (a.u.) |
| --- | --- |
| 1 | -747.2865 |
| 2 | -747.2415 |
| 3 | -822.5413 |
| 4 | -1468.3712 |
| 5 | -725.6495 |
| 6 | -725.3149 |
| 7 | -1954.8468 |
| 8 | -1092.8865 |